1.
A 2-piece molecular cluster, C27H34NO2 overall in a non-equilibrium geometry, computed with the ωB97M-V functional and the def2-TZVPD basis.

The geometry in XYZ format:
```
64
Properties=species:S:1:pos:R:3
C 4.8237 -3.1274 0.5517
C 4.0392 -4.1791 1.3193
C 2.5799 -4.2827 0.8720
N 1.9070 -3.0005 0.7246
C 0.5377 -2.9528 0.6818
C -0.1733 -1.7660 0.6820
C -1.6514 -1.6937 0.7637
C -2.3513 -3.0488 0.9818
C -1.6236 -4.2100 0.3158
C -0.1571 -4.2927 0.7327
C 2.6404 -1.9113 0.1039
C 4.0906 -1.7957 0.5536
H 5.8065 -2.9992 1.0129
H 4.9693 -3.4619 -0.4818
H 4.5012 -5.1619 1.1909
H 4.0563 -3.9479 2.3912
H 2.5578 -4.8524 -0.0774
H 2.0710 -4.8975 1.6302
H 0.3235 -0.7947 0.7095
H -1.9261 -1.0231 1.5966
H -2.0511 -1.2061 -0.1451
H -2.3988 -3.2345 2.0609
H -3.3784 -3.0031 0.6124
H -2.1139 -5.1540 0.5643
H -1.6650 -4.0964 -0.7743
H 0.3290 -5.0446 0.0909
H -0.1082 -4.6962 1.7590
H 2.6215 -2.0168 -0.9983
H 2.1495 -0.9650 0.3509
H 4.1025 -1.3681 1.5611
H 4.5844 -1.0881 -0.1142
C 2.5357 5.4828 3.3763
O 1.3325 4.7766 3.7468
C 0.6537 4.0229 2.8447
C -0.5425 3.4215 3.3207
C -1.3820 2.7779 2.4430
C -1.0601 2.6292 1.0567
C -1.9669 1.9767 0.1720
C -2.1584 2.2556 -1.2040
C -3.0865 1.4574 -1.9587
C -3.2057 1.6153 -3.3230
C -2.3738 2.5605 -3.9827
O -2.4147 2.4846 -5.3402
C -3.3926 1.4265 -5.6857
C -3.9762 0.8738 -4.3751
C -1.5384 3.4349 -3.2686
C -1.4970 3.3279 -1.8987
C 0.2022 3.1366 0.6393
C 1.0424 3.8322 1.4963
H 2.8654 5.9114 4.3214
H 3.3025 4.8063 2.9811
H 2.3265 6.2820 2.6562
H -0.7758 3.5411 4.3769
H -2.3260 2.3766 2.8078
H -2.6847 1.2890 0.6295
H -3.6902 0.6977 -1.4500
H -4.1550 1.8958 -6.3220
H -2.8629 0.6447 -6.2492
H -3.8314 -0.2116 -4.2976
H -5.0545 1.0855 -4.3381
H -0.9664 4.1702 -3.8290
H -0.9266 4.0541 -1.3251
H 0.5384 2.9678 -0.3772
H 1.9758 4.2688 1.1337
```

Results
* LUMO level: -5.047 eV
* relative energy (zero: lowest compared OMol25 entry of this formula, charge and spin): 0.0 kcal per mole
* HOMO-LUMO gap: 4.014 eV
* charge: +1

2.
C27H34NO7Sm as an isolated structure in a non-equilibrium geometry, computed with the ωB97M-V functional and the def2-TZVPD basis.

The geometry in XYZ format:
```
70
Properties=species:S:1:pos:R:3
C 0.3317 -0.7099 -3.8587
C 0.1337 -1.3833 -2.4969
C -0.0779 0.7623 -3.7359
C -0.8938 0.8823 -2.4083
H -0.7323 1.0513 -4.5629
H 0.8187 1.3984 -3.7381
C -1.0352 -0.6190 -1.8875
H 1.0503 -1.2880 -1.8887
H -0.0851 -2.4571 -2.6283
C -1.2988 -1.0357 -0.4005
H -1.9420 -0.9739 -2.4325
H -1.9199 1.2327 -2.6271
C -0.3064 1.8816 -1.5298
C 1.7610 -0.8936 -4.3174
C -0.4791 -1.3671 -4.9747
O -1.0539 -0.7584 -5.8635
O 2.7140 -0.9561 -3.5475
O 1.8508 -0.9964 -5.6478
O -0.4725 -2.7083 -4.9383
C -1.0831 -3.2486 -6.1167
H -0.9719 -4.3278 -6.0323
H -0.5570 -2.8568 -6.9933
H -2.1381 -2.9565 -6.1670
C 3.1614 -1.2066 -6.1726
H 3.8731 -0.4479 -5.8277
H 3.0286 -1.1413 -7.2502
H 3.5292 -2.2011 -5.8976
O -0.7973 -0.4035 0.7182
H -0.9577 -2.0773 -0.3087
H -2.3911 -1.0845 -0.2967
C -1.1850 2.6620 -0.6361
C 1.1259 1.8581 -1.2126
H 1.6716 2.6067 -1.8212
H 1.5904 0.8721 -1.3920
H 1.2946 2.1027 -0.1395
H -0.7256 2.8523 0.3559
H -2.1339 2.1364 -0.4279
H -1.4373 3.6395 -1.0914
Sm -0.1259 0.1359 2.5263
C -2.4645 -0.1402 4.2263
C -3.2043 -0.2556 3.0033
C -2.7538 -1.4343 2.3395
H -4.0057 0.4007 2.6669
C -1.7178 -2.0316 3.1225
C -1.5451 -1.2362 4.3032
H -0.8655 -1.4447 5.1292
H -2.6413 0.6068 4.9942
H -3.1760 -1.8351 1.4216
H -1.1986 -2.9608 2.8830
C 2.4787 0.2472 2.8823
C 1.9315 -0.7531 3.7437
C 1.5002 -1.8479 2.9310
H 1.8575 -0.6972 4.8333
C 1.7565 -1.5133 1.5654
C 2.3636 -0.2182 1.5327
H 2.7519 0.2807 0.6408
H 2.9331 1.1944 3.1874
H 1.0744 -2.7864 3.2928
H 1.6026 -2.1602 0.6974
O -0.2073 2.5988 2.6581
C -0.0720 2.5861 3.9265
C -0.0822 3.7264 4.9154
C 0.0581 3.0145 6.2688
C 0.1756 1.5325 5.9583
O 0.3127 0.5749 6.7071
N 0.0877 1.4205 4.5761
H 0.7773 4.3796 4.7239
H -1.0173 4.2882 4.8208
H 0.9645 3.3241 6.7972
H -0.8083 3.1640 6.9188
```

Results
* LUMO level (alpha / beta): 4.156 / 4.155 eV
* spin multiplicity: 6
* ⟨S²⟩: 8.76
* HOMO-LUMO gap (alpha / beta): 1.874 / 1.875 eV
* charge: -2

3.
A 10-piece molecular cluster, C27H35BBr2FN10O3 overall in a non-equilibrium geometry, computed with the ωB97M-V functional and the def2-TZVPD basis.

The geometry in XYZ format:
```
79
Properties=species:S:1:pos:R:3
O 4.6604 1.8057 1.1622
C 4.3890 2.3155 -0.0530
Br 4.7391 4.2475 -0.5770
C 3.7744 1.3337 -1.2116
B 2.2855 0.7126 -0.8862
C 0.9681 1.7259 -0.8933
C -0.2764 1.3969 0.0999
C -1.6969 2.2492 0.2120
C -1.6800 3.5636 -0.8240
C -0.3213 3.7427 -1.7034
N 0.9160 2.9163 -1.7896
O 2.0207 -0.0882 -2.1338
C 1.8003 -1.5389 -2.0115
C 1.6907 -1.6521 -0.3647
F 0.2449 -1.9173 -0.1747
Br 2.7078 -3.3212 0.0563
O 2.2743 -0.3878 0.1418
H 4.5163 0.4015 -1.2813
H 3.8134 1.8287 -2.2949
H -0.1630 0.4483 0.8087
H -2.5846 1.9887 0.9275
H -2.6048 4.3115 -0.8962
H -0.3227 4.7099 -2.4072
H 2.7982 -2.0856 -2.2910
H 0.7885 -1.9081 -2.5069
C 1.8196 -7.3895 -0.3687
C 1.4398 -7.1847 -1.7766
N 1.1397 -7.0229 -2.8889
H 2.8183 -7.8300 -0.2791
H 1.8308 -6.4467 0.1885
H 1.1229 -8.0604 0.1448
C -2.9804 -0.0734 4.0732
C -3.3602 0.1315 2.6653
N -3.6603 0.2932 1.5531
H -1.9817 -0.5139 4.1628
H -2.9692 0.8694 4.6304
H -3.6771 -0.7443 4.5868
C -2.8407 -3.4065 -0.0281
C -3.2569 -4.7646 0.3601
N -3.5856 -5.8376 0.6668
H -3.4909 -2.9908 -0.8051
H -2.8699 -2.7161 0.8216
H -1.8184 -3.3932 -0.4205
C -0.0241 -4.7730 2.5518
C -0.7962 -3.6638 3.1363
N -1.4062 -2.7874 3.5981
H 0.4554 -4.4808 1.6116
H 0.7682 -5.1142 3.2266
H -0.6595 -5.6384 2.3355
C 7.3256 1.1716 -3.8466
C 6.0966 0.4129 -3.5597
N 5.1257 -0.1865 -3.3330
H 7.6446 1.0466 -4.8868
H 7.1873 2.2448 -3.6774
H 8.1578 0.8488 -3.2121
C 0.7958 5.8799 2.0523
C -0.6474 5.7340 1.7987
N -1.7875 5.6188 1.5984
H 1.3233 4.9259 1.9481
H 1.2601 6.5843 1.3539
H 0.9934 6.2500 3.0639
C -6.2112 -4.6371 -2.1543
C -5.4965 -3.3950 -2.4928
N -4.9319 -2.4136 -2.7603
H -5.9622 -5.4486 -2.8463
H -5.9632 -4.9845 -1.1457
H -7.2973 -4.5021 -2.1918
C -5.8516 5.4365 -2.3709
C -4.4652 5.0756 -2.7117
N -3.3700 4.7905 -2.9809
H -6.5253 5.3050 -3.2242
H -6.2407 4.8201 -1.5535
H -5.9313 6.4817 -2.0539
C 3.2556 2.9164 4.1972
C 2.4835 4.0257 4.7817
N 1.8735 4.9021 5.2435
H 3.7351 3.2086 3.2570
H 4.0479 2.5753 4.8720
H 2.6202 2.0511 3.9809
```

Results
* LUMO level: 2.063 eV
* HOMO-LUMO gap: 6.730 eV
* charge: -1

4.
C27H35BaN4O6P as an isolated structure in a non-equilibrium geometry, computed with the ωB97M-V functional and the def2-TZVPD basis.

The geometry in XYZ format:
```
74
Properties=species:S:1:pos:R:3
O 1.5332 -1.7204 -6.2425
H 0.5942 -2.1680 -6.2636
Ba -0.0674 -1.0718 -2.9462
N -2.1292 -1.4250 -0.4541
N -2.7497 -0.2776 -2.6374
N 1.3093 -2.0243 -0.3019
N 2.4251 -2.0951 -2.7072
O -1.8538 -2.1218 0.6193
O 0.7745 -2.2687 0.9535
O 2.9269 -2.2095 -3.9076
O -2.5167 0.7341 -3.3823
C -3.6722 -0.1424 -1.6302
C -3.3289 -0.7703 -0.4082
C 2.6033 -2.3714 -0.3290
C 3.2269 -2.3903 -1.6324
C -4.2304 -0.6613 0.7744
H -4.1363 0.3239 1.2647
H -3.9746 -1.4431 1.4968
H -5.2775 -0.7844 0.4486
C -4.8419 0.7260 -1.8684
H -5.0940 0.7427 -2.9292
H -4.6425 1.7643 -1.5800
H -5.7374 0.4072 -1.3301
C 3.3408 -2.7990 0.9066
C 4.6326 -2.8196 -1.8503
H 2.7997 -3.5721 1.4658
H 3.5302 -1.9864 1.6239
H 4.3193 -3.2174 0.6561
H 4.8343 -2.8031 -2.9281
H 4.7636 -3.8468 -1.4866
H 5.3667 -2.1741 -1.3471
H -0.2289 -2.2177 0.7901
H 1.7686 -2.0480 -5.0727
C -0.9757 -3.3197 -2.6294
H -1.9887 -2.9383 -2.5894
H -0.6827 -3.8935 -1.7249
H -0.5909 -3.4314 -3.7886
O -1.5571 -4.8926 -0.0055
H -0.8472 -5.2823 0.5165
H -1.7164 -3.9816 0.3786
C -3.0892 1.2588 3.9039
C -3.0391 2.3597 3.0512
C -2.1191 2.4107 2.0046
C -1.2000 1.3625 1.8288
C -1.2924 0.2328 2.6575
C -2.2231 0.1876 3.6900
P 0.0263 1.3444 0.4593
C 0.1687 3.1335 0.0851
C -0.2524 3.5786 -1.1877
C -0.1219 4.9280 -1.5266
C 0.4079 5.8431 -0.6052
C 0.8056 5.4045 0.6644
C 0.6925 4.0526 1.0088
C 1.6294 1.0933 1.3315
C 2.7623 0.9422 0.5065
C 4.0163 0.7161 1.0644
C 4.1671 0.6293 2.4555
C 3.0478 0.7794 3.2783
C 1.7877 1.0267 2.7251
H -3.8064 1.2284 4.7270
H -3.7176 3.2012 3.2047
H -2.0953 3.2726 1.3386
H -0.6132 -0.6051 2.5062
H -2.2571 -0.6927 4.3371
H -0.6748 2.8562 -1.8962
H -0.4287 5.2719 -2.5172
H 0.5067 6.8987 -0.8725
H 1.2129 6.1110 1.3909
H 1.0215 3.7130 1.9953
H 2.6474 1.0022 -0.5822
H 4.8868 0.6077 0.4112
H 5.1532 0.4508 2.8908
H 3.1516 0.7063 4.3627
H 0.9299 1.1652 3.3862
```

Results
* LUMO level (alpha / beta): -1.390 / -1.646 eV
* relative energy (zero: lowest compared OMol25 entry of this formula, charge and spin): 33.1 kcal per mole
* HOMO-LUMO gap (alpha / beta): 5.849 / 5.591 eV

5.
C27H35BrIN5O4STi as an isolated structure, computed with the ωB97M-V functional and the def2-TZVPD basis.

The geometry in XYZ format:
```
75
Properties=species:S:1:pos:R:3
Ti -0.5369 0.2180 0.4741
C 0.6559 -0.6303 3.2319
C 0.6693 0.9125 3.2201
N -0.4696 1.4210 2.4234
C -1.7331 1.4431 3.2148
C -2.9900 1.2197 2.3896
S -2.9319 -0.1777 1.2342
C -2.8432 -1.6285 2.2833
C -1.5245 -1.7604 3.0167
N -0.3601 -1.1726 2.2837
H 1.6321 -1.0166 2.9464
H 0.4435 -1.0152 4.2283
H 0.6320 1.3103 4.2366
H 1.5806 1.2838 2.7530
H -0.2523 2.3738 2.1493
H -1.6495 0.6899 3.9937
H -1.8157 2.4018 3.7338
H -3.8477 1.0630 3.0457
H -3.2184 2.0746 1.7565
H -3.6809 -1.5973 2.9816
H -3.0119 -2.4650 1.6100
H -1.5875 -1.2743 3.9866
H -1.3068 -2.8136 3.2109
H 0.0672 -1.9600 1.7881
Br -1.2806 7.9608 -2.9645
C -1.0608 6.2818 -2.1761
C -2.1848 5.4992 -1.9188
C -2.0237 4.2609 -1.3329
C -0.7396 3.8097 -1.0127
C 0.3834 4.5963 -1.2855
C 0.2230 5.8378 -1.8630
C -0.5749 2.5115 -0.4078
O 0.5314 1.9237 -0.1935
O -1.5854 1.8008 -0.0173
H -3.1677 5.8615 -2.1816
H -2.8842 3.6349 -1.1406
H 1.3732 4.2340 -1.0427
H 1.0764 6.4648 -2.0769
O -2.8851 0.2916 -1.8442
C -1.8437 -0.1585 -2.2300
C -1.5271 -0.5300 -3.6610
C -0.1775 -1.2132 -3.6047
C 0.1893 -1.2532 -2.1390
O 1.1113 -1.8675 -1.6688
N -0.7289 -0.4750 -1.3765
H -1.5481 0.3780 -4.2630
H -2.3325 -1.1703 -4.0194
H 0.6133 -0.6701 -4.1242
H -0.1713 -2.2327 -3.9890
I 1.2722 -4.2572 1.3490
C -0.2908 -4.2204 -0.0495
C -0.3462 -5.2476 -0.9848
C -1.4043 -5.2453 -1.8736
C -2.3543 -4.2326 -1.7910
C -2.1927 -3.2623 -0.8229
N -1.1696 -3.2417 0.0445
H 0.4096 -6.0180 -1.0056
H -1.4916 -6.0282 -2.6150
H -3.2063 -4.1999 -2.4544
H -2.9099 -2.4490 -0.7523
C 4.6057 0.9826 0.1067
C 4.0225 -0.4157 -0.1422
C 4.1152 -0.8022 -1.6226
C 4.7003 -1.4693 0.7478
C 2.6027 -0.3670 0.2440
N 1.5017 -0.3152 0.5634
H 5.6387 0.9814 -0.2398
H 4.6036 1.2328 1.1672
H 4.0597 1.7474 -0.4449
H 5.1740 -0.8553 -1.8753
H 3.6471 -0.0518 -2.2591
H 3.6509 -1.7661 -1.8178
H 5.7499 -1.5268 0.4604
H 4.2543 -2.4532 0.6075
H 4.6516 -1.1959 1.8017
```

Results
* LUMO level: -7.019 eV
* relative energy (zero: lowest compared OMol25 entry of this formula, charge and spin): 4.7 kcal per mole
* HOMO-LUMO gap: 6.756 eV
* charge: +2

6.
C27H35MgN5O2P2 as an isolated structure in a non-equilibrium geometry, computed with the ωB97M-V functional and the def2-TZVPD basis.

The geometry in XYZ format:
```
72
Properties=species:S:1:pos:R:3
Mg 0.7821 2.4218 0.4978
C 0.5476 -1.3415 -1.6998
C 0.6776 -0.1347 -2.2685
C -0.2694 0.5042 -3.2261
C -1.4834 1.2611 -2.6694
C -2.2419 0.5527 -1.6003
C -2.3289 -0.7620 -1.4252
C -1.8614 -1.8125 -2.3553
C -0.4557 -2.3644 -2.0019
C -0.6933 1.2094 1.2518
H 1.3138 -1.6508 -1.0089
H 1.5136 0.5010 -1.9825
H -0.6437 -0.2330 -3.9554
H 0.3232 1.2265 -3.8245
H -1.1667 2.2477 -2.2869
H -2.1380 1.4900 -3.5355
H -2.7162 1.2384 -0.8846
H -2.7890 -1.1511 -0.5170
H -1.9068 -1.5545 -3.4194
H -2.5506 -2.6653 -2.2635
H -0.5446 -2.9843 -1.0953
H -0.1059 -3.0324 -2.8165
H -0.0274 0.3964 1.5370
H -1.3567 0.7631 0.5212
H -1.2126 1.5361 2.1734
P -3.9774 4.2593 -5.9630
P -0.9021 3.9432 -6.9250
N -5.4163 3.2179 -5.9207
N -4.9512 5.7475 -6.0841
N -0.7666 2.2929 -7.5935
N 0.4647 4.5927 -7.8409
C -3.6296 4.0775 -7.7625
C -2.2134 4.5256 -8.1517
C -5.5509 2.1156 -5.0553
C -6.7550 1.4550 -5.3322
C -7.3630 2.1381 -6.4394
C -6.4964 3.1706 -6.8029
C -4.8182 6.8117 -5.1728
C -5.6039 7.8771 -5.6107
C -6.2258 7.4757 -6.8303
C -5.7873 6.1887 -7.1084
C -0.6677 1.1850 -6.7358
C -0.7219 0.0187 -7.4963
C -0.8937 0.4050 -8.8521
C -0.9519 1.7962 -8.8813
C 0.8981 4.3603 -9.1522
C 1.9090 5.2633 -9.4699
C 2.0679 6.1324 -8.3422
C 1.1587 5.7255 -7.3717
H -4.3507 4.6247 -8.3825
H -3.7560 3.0217 -8.0366
H -1.9719 4.2265 -9.1880
H -2.1502 5.6239 -8.1288
H -4.7985 1.9278 -4.3048
H -7.1422 0.5709 -4.8299
H -8.3017 1.8930 -6.9299
H -6.6119 3.8737 -7.6015
H -4.1801 6.6937 -4.3075
H -5.7088 8.8356 -5.1161
H -6.9073 8.0504 -7.4458
H -6.0149 5.5813 -7.9709
H -0.5451 1.3502 -5.6722
H -0.6588 -0.9879 -7.1059
H -0.9737 -0.2440 -9.7064
H -1.0922 2.4502 -9.7278
H 0.4921 3.5642 -9.7489
H 2.4508 5.3067 -10.4068
H 2.7546 6.9666 -8.2604
H 0.9333 6.1123 -6.3886
O 2.1945 -1.1731 1.0957
N 2.0388 -0.2313 0.3139
O 2.3172 0.9602 0.7892
```

Results
* LUMO level: -1.851 eV
* HOMO-LUMO gap: 6.477 eV

no.,total energy (eV)
1,-34128.171
2,-62276.376
3,-193080.990
4,-56785.717
5,-156292.424
6,-64128.496